Molecular formula: C39H35FInN5OTe2
Method: DFT, wB97M-V/def2-TZVPD

Summary:
energy relative to the best compared isomer or geometry (same formula, charge and spin) = 65.9 kJ/mol
2S+1 = 1
molar mass = 978.8 g/mol
electronic energy = -72985.20422 eV
orbital gap = 5.9 eV
HOMO = -7.820 eV
F_max = 0.0871 hartree/bohr

Each line ends with the Mulliken charge.
Geometry (Å):
In: -0.11853 -0.89653 -0.62634  1.145
N: 6.23043 7.13005 -0.40604  -0.514
C: 5.56152 6.18139 -0.26295  -0.005
C: 4.80371 5.05816 0.03527  0.488
C: 5.27243 3.74971 -0.00911  -0.694
C: 4.36207 2.68188 -0.06629  -0.201
C: 2.99802 2.88501 -0.09052  0.009
C: 2.54367 4.21166 0.01192  -0.692
C: 3.41979 5.23004 0.07833  -0.766
C: 1.98193 1.77436 -0.16192  0.806
C: 2.09984 0.78446 0.82229  0.415
C: 3.12893 0.62024 1.82143  -0.565
C: 2.78652 -0.50764 2.62706  -1.272
C: 1.71480 -1.08839 1.98910  -0.385
N: 1.30922 -0.34564 0.90590  -0.153
C: 0.86833 1.94350 -1.01543  0.231
C: 0.65453 3.11963 -1.87969  -0.449
C: -0.61489 2.98395 -2.47741  -1.039
C: -1.19462 1.78228 -1.99919  -0.460
N: -0.29529 1.11211 -1.19048  -0.152
H: 6.37467 3.58813 0.00978  0.363
H: 4.77560 1.64866 -0.04823  0.560
H: 1.44672 4.43976 0.02167  0.702
H: 3.09679 6.21910 0.36689  0.390
H: 3.86224 1.39208 2.10285  0.472
H: 3.22726 -0.84221 3.52960  0.475
H: 1.24810 -1.99068 2.23881  0.683
H: 1.26826 4.02375 -1.93361  0.734
H: -1.07274 3.69196 -3.19571  0.415
H: -2.23199 1.41907 -2.05154  0.588
N: 2.91102 -7.26108 1.61557  -0.362
C: 1.63049 -7.76119 1.59687  0.102
O: 1.33670 -8.92943 1.60953  -0.600
C: 0.65835 -6.62794 1.61064  0.227
C: -0.69444 -6.84709 1.45858  -0.180
C: -1.62660 -5.83441 1.43677  -0.632
C: -1.20494 -4.49697 1.50791  -0.321
N: 0.08225 -4.27267 1.77613  -0.268
C: 0.94802 -5.29044 1.82927  -0.224
H: 3.59814 -7.99185 1.56493  0.261
H: 3.10880 -6.37974 1.15326  0.215
H: -1.03361 -7.87251 1.33942  0.431
H: -2.70083 -6.03735 1.30080  0.361
H: -1.82695 -3.62474 1.36877  0.467
H: 1.96905 -5.02019 2.13938  0.476
C: -3.96042 1.74291 3.30906  -1.348
Te: -4.04674 3.62940 2.04415  0.140
C: -4.70790 4.34445 3.96907  -1.097
C: -4.84496 3.33009 5.07563  0.664
C: -5.25515 3.61678 6.38204  -0.620
C: -5.24251 2.63685 7.35506  -0.380
C: -4.82208 1.31120 7.06195  -0.591
C: -4.41970 1.04455 5.72587  -0.386
C: -4.39142 2.03242 4.74261  0.515
H: -2.94194 1.42328 3.23503  0.459
H: -4.69185 1.14827 2.80235  0.462
H: -5.64432 4.87254 3.80023  0.398
H: -3.92495 5.15710 4.19093  0.332
H: -5.51952 4.64338 6.65456  0.369
H: -5.39206 2.99101 8.34839  0.372
H: -4.85873 0.49232 7.84220  0.319
H: -4.01851 0.04905 5.56322  0.393
F: -1.78894 -1.42412 0.37092  -0.717
C: -0.27598 0.68825 -7.71700  -1.343
C: 0.00088 -0.17013 -6.48628  0.503
C: 1.17321 -0.12579 -5.79893  -0.871
C: 1.39456 -0.93975 -4.63572  1.171
C: 2.66913 -0.75212 -3.83214  -1.525
C: 0.41358 -1.84801 -4.23924  -0.431
Te: 0.67323 -2.97983 -2.28276  -0.088
C: -0.84021 -1.89092 -4.87518  0.917
C: -1.95293 -2.85016 -4.43337  -1.506
C: -1.02712 -0.95714 -5.89866  -0.945
H: 0.22628 1.69597 -7.66780  0.337
H: -1.30148 0.89587 -7.74127  0.427
H: 0.14231 0.17320 -8.64324  0.261
H: 1.93972 0.49363 -6.18949  0.417
H: 3.14020 0.22448 -4.17809  0.323
H: 3.38531 -1.49564 -4.13497  0.398
H: 2.54290 -0.81660 -2.75890  0.171
H: -2.26327 -2.48481 -3.47469  0.319
H: -1.58065 -3.85547 -4.26078  0.356
H: -2.71575 -2.88895 -5.20172  0.406
H: -1.93499 -0.90980 -6.47732  0.337

***

Molecular formula: C7H12
Method: DFT, wB97M-V/def2-TZVPD

Summary:
energy relative to the best compared isomer or geometry (same formula, charge and spin) = 166.3 kJ/mol
2S+1 = 1
molar mass = 96.2 g/mol
electronic energy = -7451.70775 eV
orbital gap = 9.2 eV
HOMO = -8.214 eV
F_max = 0.0259 hartree/bohr

Each line ends with the Mulliken charge.
Geometry (Å):
C: -1.21505 2.63679 -0.62137  -0.757
C: -0.27270 1.74502 -0.94452  -0.513
C: -0.01354 0.47661 -0.24136  0.594
C: -0.19730 0.37088 1.07869  -0.106
C: 0.22272 -0.67087 2.05761  -1.380
C: 0.68284 -0.57779 -1.10664  -0.302
C: 0.55072 -2.03757 -0.68758  -1.374
H: -1.08432 3.64174 -0.99680  0.247
H: -2.14590 2.34580 -0.15530  0.286
H: 0.32118 1.95294 -1.83107  0.332
H: -0.95966 1.03531 1.48982  0.226
H: -0.65198 -1.29509 2.29657  0.317
H: 1.00412 -1.34976 1.72937  0.335
H: 0.45728 -0.24702 3.03460  0.378
H: 1.71364 -0.27542 -1.28705  0.352
H: 0.11953 -0.45669 -2.03338  0.345
H: -0.33238 -2.16632 -0.07191  0.366
H: 0.43589 -2.63987 -1.58929  0.345
H: 1.36493 -2.48869 -0.12040  0.309

***

Molecular formula: C39H45N5P2Tc
Method: DFT, wB97M-V/def2-TZVPD

Summary:
energy relative to the best compared isomer or geometry (same formula, charge and spin) = 120.7 kJ/mol
2S+1 = 4
molar mass = 743.8 g/mol
electronic energy = -69375.82872 eV
orbital gap (spin up / spin down) = 4.6 / 5.0 eV
HOMO (spin up / spin down) = -12.711 / -13.021 eV
expectation value of S² = 3.850
F_max = 0.1053 hartree/bohr
net charge = +2

Each line ends with the Mulliken charge.
Geometry (Å):
Tc: 0.48844 1.15203 -1.31394  -0.342
C: -1.33507 1.66697 -3.01057  -0.003
C: -1.02531 0.32664 -3.31375  0.246
C: 0.04032 -0.07517 -4.26435  -1.379
C: 1.34528 0.78681 -4.19481  -1.801
C: 1.70024 1.42958 -2.86988  0.767
C: 1.27829 2.69720 -2.29049  -0.523
C: 0.35284 3.59415 -3.09596  -1.143
C: -0.84248 2.85880 -3.75874  -1.197
C: 1.30348 1.39555 0.61386  -1.338
H: -2.31699 1.82343 -2.54255  0.112
H: -1.85329 -0.39968 -3.24325  0.981
H: -0.34062 0.04737 -5.30000  0.485
H: 0.26240 -1.14998 -4.13110  0.457
H: 2.20107 0.11263 -4.43681  0.386
H: 1.30797 1.50182 -5.03684  0.460
H: 2.76824 1.25529 -2.73477  1.254
H: 2.17697 3.26919 -1.95590  0.430
H: 0.97484 4.07813 -3.87236  0.380
H: -0.06266 4.40477 -2.47728  0.443
H: -1.67641 3.57413 -3.88361  0.467
H: -0.54080 2.59416 -4.77538  0.331
H: 0.90877 2.42143 0.70452  0.784
H: 2.39064 1.46062 0.73065  0.544
H: 0.94517 0.86736 1.51916  0.081
P: 1.99581 -0.72516 -0.74015  0.329
P: -1.45708 -0.96825 -0.36693  0.633
N: 3.76445 -0.10816 -1.17667  1.764
N: 2.75821 -1.77996 0.58111  1.379
N: -2.95286 0.16069 -0.92091  1.254
N: -2.53983 -1.97746 0.41561  0.568
C: 1.09927 -2.06231 -1.72170  -1.353
C: -0.44059 -2.20920 -1.48430  -2.117
C: 4.20500 1.22721 -1.07423  -1.016
C: 5.49013 1.34041 -1.60733  -0.757
C: 5.90430 0.02367 -1.97698  -0.894
C: 4.84296 -0.84087 -1.66929  -0.708
C: 3.87365 -1.45042 1.37628  -0.584
C: 4.39140 -2.60116 1.97539  -0.857
C: 3.54037 -3.69501 1.57896  -0.845
C: 2.54743 -3.15461 0.76691  -0.597
C: -3.22407 1.43979 -0.40066  -1.106
C: -4.27102 2.02591 -1.09617  -0.709
C: -4.74331 1.03051 -2.03816  -0.927
C: -3.92804 -0.08204 -1.87933  -0.610
C: -3.91805 -1.99508 0.64147  -0.398
C: -4.24118 -3.15763 1.30602  -0.971
C: -3.01713 -3.84880 1.58446  -0.876
C: -1.99200 -3.09984 1.05731  -0.462
H: 1.58343 -3.02372 -1.47714  1.286
H: 1.33407 -1.89530 -2.79448  0.669
H: -0.95881 -2.20066 -2.45654  0.771
H: -0.62689 -3.19678 -1.03157  0.945
H: 3.59017 2.03173 -0.68438  0.391
H: 6.05261 2.26688 -1.70676  0.476
H: 6.85759 -0.25993 -2.40888  0.462
H: 4.76865 -1.91546 -1.75662  0.441
H: 4.20396 -0.42088 1.44661  0.439
H: 5.25966 -2.66351 2.63420  0.483
H: 3.64181 -4.73764 1.87600  0.491
H: 1.69492 -3.64978 0.32036  0.266
H: -2.57656 1.84131 0.35542  0.279
H: -4.60581 3.05791 -1.03440  0.490
H: -5.53922 1.14691 -2.77139  0.485
H: -3.94530 -1.03979 -2.35617  0.604
H: -4.55197 -1.20341 0.28281  0.596
H: -5.24029 -3.46371 1.54951  0.486
H: -2.91010 -4.76468 2.13560  0.520
H: -0.91686 -3.20968 1.08180  0.318
C: -1.62467 4.13441 4.30013  -0.488
C: -1.52930 4.12185 2.90259  -1.097
C: -1.22881 2.93898 2.23241  0.316
C: -1.10063 1.70201 2.94451  0.713
C: -1.03857 1.78752 4.36613  -0.670
C: -1.36701 2.96834 5.02400  -0.788
N: -1.03585 0.52158 2.26885  0.553
C: -0.96447 -0.68688 2.91187  -0.933
C: 0.19834 -1.49823 2.81747  0.713
C: 0.31259 -2.65095 3.59402  -0.454
C: -0.76512 -3.07217 4.38724  -0.606
C: -1.94999 -2.32841 4.40762  -0.987
C: -2.05719 -1.15475 3.67145  0.134
H: -1.89947 5.05380 4.81573  0.411
H: -1.68332 5.03725 2.32857  0.420
H: -1.09912 2.94354 1.14933  0.290
H: -0.80266 0.88554 4.92881  0.508
H: -1.43069 2.97380 6.11367  0.415
H: 0.99901 -1.16473 2.16048  -0.158
H: 1.25214 -3.20438 3.60286  0.432
H: -0.66283 -3.96378 5.01111  0.421
H: -2.80079 -2.66116 5.00588  0.442
H: -2.97588 -0.56843 3.65473  0.494

***

Molecular formula: C5H14N2
Method: DFT, wB97M-V/def2-TZVPD

Summary:
energy relative to the best compared isomer or geometry (same formula, charge and spin) = 549.7 kJ/mol
2S+1 = 1
molar mass = 102.2 g/mol
electronic energy = -8386.92125 eV
orbital gap = 6.5 eV
HOMO = -6.864 eV
F_max = 0.0889 hartree/bohr

Each line ends with the Mulliken charge.
Geometry (Å):
C: -0.16483 -0.84014 0.86022  -0.887
N: 0.02176 0.40483 0.09142  0.198
C: 1.34349 0.82084 0.20796  -1.068
C: 3.20310 -1.07847 -0.23531  -0.992
C: -1.10810 1.16392 -0.01318  -0.225
C: -2.13712 0.54233 -0.89681  -0.740
N: -3.47994 0.10202 -0.29956  -0.616
H: -1.16590 -1.21333 0.63647  0.361
H: 0.63062 -1.53856 0.62961  0.250
H: -0.09595 -0.62109 1.93047  0.327
H: 1.49772 1.69593 -0.43167  0.414
H: 1.42683 1.01749 1.28206  0.370
H: 2.37537 -0.23789 -0.38378  0.281
H: 4.16327 -0.66541 0.07191  0.303
H: 2.91630 -1.81610 0.51510  0.231
H: 3.32484 -1.58825 -1.19814  0.270
H: -0.89357 2.23082 -0.07865  0.284
H: -1.76594 -0.42872 -1.20966  0.336
H: -2.53635 1.12735 -1.72801  0.418
H: -4.08317 0.90390 -0.46360  0.245
H: -3.47243 0.01850 0.71314  0.239

***

Molecular formula: C37H63FN7O
Method: DFT, wB97M-V/def2-TZVPD

Summary:
2S+1 = 1
molar mass = 641.0 g/mol
electronic energy = -54576.10505 eV
orbital gap = 6.4 eV
HOMO = -9.280 eV
F_max = 0.0832 hartree/bohr
net charge = +1

Each line ends with the Mulliken charge.
Geometry (Å):
C: -1.95646 0.39235 5.81245  -1.535
C: -2.17586 -0.97442 4.99491  0.787
O: -1.98414 -2.02864 5.94131  -0.596
C: -3.62974 -0.90562 4.37630  -1.372
C: -3.81272 -1.68403 2.97396  1.843
C: -2.80533 -2.90660 2.96719  -1.076
C: -3.13905 -4.02691 1.90304  -0.964
C: -2.03759 -4.20326 0.76687  -0.243
C: -1.04119 -5.40394 0.99136  -1.042
C: 0.29837 -5.04456 1.73833  -0.836
C: 0.98072 -3.70111 1.28253  0.797
C: 2.50854 -3.57548 1.74600  -0.855
C: 3.51620 -3.49088 0.53811  -0.893
C: 3.28023 -2.26764 -0.42492  -0.603
C: 3.49522 -0.85559 0.26531  -0.594
C: 2.94312 0.34362 -0.63961  -0.289
C: 4.17546 0.97911 -1.37765  -0.880
N: 3.72352 2.01762 -2.33128  0.262
C: 2.49036 2.68285 -2.35394  -0.202
C: 2.46288 3.66571 -3.42905  -0.673
C: 3.80691 3.50699 -4.08973  -0.353
C: 4.53486 2.47412 -3.36679  -0.141
N: -5.18563 -2.26981 3.00809  -0.166
C: -6.23723 -1.26984 2.96214  -0.064
F: -6.71397 -0.89279 4.25785  -0.388
C: -5.89865 0.04216 2.15460  -0.702
N: -4.78739 -0.10485 1.16103  0.681
C: -5.30424 -0.74390 -0.12242  -0.739
N: -5.52801 -2.18157 -0.00145  -0.317
C: -3.55436 -0.76404 1.70014  -1.089
C: -2.35081 0.23188 1.93242  0.450
C: -1.02122 -0.27315 1.53624  -0.068
C: 0.05699 0.70085 1.83327  -0.579
C: -0.35915 1.95213 2.46061  -1.053
N: -1.59169 2.39958 2.79295  -0.564
C: -2.60856 1.53132 2.53809  -0.652
H: -0.85287 0.61917 5.84769  0.331
H: -2.46832 1.25992 5.32351  0.319
H: -2.35536 0.27389 6.85341  0.370
H: -1.35598 -0.97477 4.22433  -0.055
H: -2.83393 -2.33623 6.29687  0.466
H: -4.04833 0.12980 4.29615  0.158
H: -4.30637 -1.45110 5.10062  0.560
H: -2.89952 -3.39116 3.98308  0.730
H: -1.72964 -2.59363 2.85066  -0.097
H: -3.17146 -5.01468 2.45213  0.539
H: -4.13202 -3.92457 1.40281  0.292
H: -2.61405 -4.44317 -0.17742  0.356
H: -1.55057 -3.21102 0.58113  0.097
H: -0.85541 -5.90701 0.00758  0.335
H: -1.56523 -6.17585 1.63163  0.306
H: 1.03129 -5.87186 1.48870  0.416
H: 0.22848 -5.03289 2.85722  0.328
H: 0.44274 -2.86911 1.83338  -0.725
H: 0.92817 -3.51752 0.17146  0.328
H: 2.61246 -2.62186 2.34378  0.324
H: 2.71549 -4.42243 2.44821  0.483
H: 3.44970 -4.44661 -0.04912  0.302
H: 4.55124 -3.37657 0.96441  0.378
H: 2.30143 -2.32803 -0.98349  0.365
H: 4.07380 -2.33737 -1.22895  0.344
H: 3.05298 -0.82297 1.30120  0.349
H: 4.60950 -0.71411 0.38748  0.386
H: 2.27894 -0.12408 -1.41257  0.403
H: 2.37341 1.09864 -0.03688  0.239
H: 4.74487 0.18250 -1.91926  0.397
H: 4.89240 1.47718 -0.66006  0.211
H: 1.68433 2.47741 -1.61961  0.250
H: 1.64216 4.35752 -3.70559  0.333
H: 4.14949 4.11463 -4.95420  0.301
H: 5.57423 2.13801 -3.60108  0.050
H: -5.29315 -2.91124 3.79384  0.491
H: -7.13272 -1.73777 2.45564  0.377
H: -5.61437 0.88663 2.84578  0.307
H: -6.82232 0.38732 1.62518  0.364
H: -4.54390 0.85744 0.86693  0.586
H: -4.62217 -0.51589 -0.98350  0.400
H: -6.29324 -0.25849 -0.37522  0.378
H: -5.62087 -2.56102 -0.94890  0.310
H: -6.40734 -2.39731 0.47137  0.193
H: -3.20729 -1.47067 0.88995  0.131
H: -0.84259 -1.26781 1.07667  0.646
H: 1.12789 0.45762 1.61753  0.500
H: 0.48121 2.65746 2.70521  0.459
H: -3.64940 1.84462 2.81271  0.275
C: -1.66975 4.54046 -1.10897  -1.010
C: -1.38299 5.93034 -1.66749  -0.522
C: -2.01230 6.16104 -3.04472  -0.485
C: -1.47025 5.18099 -4.02287  0.277
N: -1.04723 4.42063 -4.77462  -0.431
H: -1.24464 3.75746 -1.74159  0.352
H: -1.22775 4.43138 -0.11618  0.267
H: -2.74660 4.36725 -1.02275  0.329
H: -0.30064 6.07214 -1.72734  0.310
H: -1.76697 6.68001 -0.97132  0.341
H: -1.79095 7.17067 -3.39501  0.302
H: -3.09776 6.05069 -2.99444  0.289
C: 8.74663 1.88860 -7.81573  -1.166
C: 7.32382 2.39385 -7.60165  -0.520
C: 7.11193 3.00873 -6.21529  0.073
C: 7.37256 1.99374 -5.16140  0.335
N: 7.57587 1.20617 -4.34815  -0.511
H: 8.99837 1.08748 -7.11746  0.353
H: 8.85890 1.48665 -8.82417  0.345
H: 9.47266 2.69591 -7.68921  0.295
H: 6.62653 1.56461 -7.74833  0.300
H: 7.09432 3.14454 -8.36178  0.334
H: 6.08537 3.36657 -6.11504  -0.079
H: 7.78270 3.85746 -6.06520  0.345

***

Molecular formula: C4H8O
Method: DFT, wB97M-V/def2-TZVPD

Summary:
energy relative to the best compared isomer or geometry (same formula, charge and spin) = 345.8 kJ/mol
2S+1 = 1
molar mass = 72.1 g/mol
electronic energy = -6321.58443 eV
orbital gap = 9.2 eV
HOMO = -8.316 eV
F_max = 0.0085 hartree/bohr

Each line ends with the Mulliken charge.
Geometry (Å):
C: -1.57250 -0.24132 0.25258  -1.162
C: -0.36069 0.50603 -0.21939  0.054
C: 0.75971 0.69767 0.61461  -0.756
C: 1.32594 -0.48421 -0.55344  0.058
O: 2.20530 -0.10689 -1.33821  -0.674
H: -2.17323 0.42002 0.88975  0.348
H: -1.27660 -1.09989 0.86682  0.329
H: -2.19433 -0.59034 -0.57556  0.346
H: 0.25622 -0.75233 -1.05285  0.114
H: -0.44530 1.12445 -1.11109  0.420
H: 1.41746 1.54314 0.44665  0.307
H: 0.71086 0.32635 1.63678  0.280
H: 1.34719 -1.34269 0.14335  0.336